{"formula": "C5H13P", "method": "ωB97M-V/def2-TZVPD", "molar_mass_g_mol": 104.1, "energy_ha": -539.544802, "e_lumo_ev": 0.9, "charge": 0, "multiplicity": 1, "max_force_ev_per_a": 6.8, "species": ["C", "C", "C", "C", "C", "P", "H", "H", "H", "H", "H", "H", "H", "H", "H", "H", "H", "H", "H"], "positions_angstrom": [[0.164, -1.530, -1.403], [0.633, -0.665, 1.462], [-1.601, -0.248, -0.250], [0.394, 2.386, 0.116], [-0.111, -0.430, -0.459], [0.541, 1.117, -1.191], [-0.185, -2.510, -0.941], [-0.508, -1.283, -2.187], [1.179, -1.688, -1.706], [1.510, -0.221, 1.360], [0.575, -1.771, 1.662], [-0.075, -0.078, 2.056], [-2.117, -0.341, -1.250], [-2.058, -0.971, 0.432], [-1.808, 0.842, -0.084], [-0.596, 2.802, -0.039], [0.908, 3.272, -0.294], [0.492, 2.261, 1.240], [1.856, 0.670, -1.322]]}



{"formula": "C5H10NOS", "method": "ωB97M-V/def2-TZVPD", "molar_mass_g_mol": 132.2, "energy_ha": -724.723726, "e_lumo_ev": 3.7, "charge": -1, "multiplicity": 1, "max_force_ev_per_a": 2.4, "species": ["C", "N", "C", "C", "O", "C", "C", "S", "H", "H", "H", "H", "H", "H", "H", "H", "H", "H"], "positions_angstrom": [[1.334, 0.333, -0.848], [1.037, -0.088, 0.522], [1.547, 0.878, 1.520], [-0.263, -0.507, 0.813], [-0.669, -0.476, 1.968], [-1.063, -1.175, -0.272], [-2.133, -0.228, -0.865], [-1.720, 0.673, -2.386], [2.185, -0.252, -1.192], [0.465, 0.264, -1.506], [1.576, 1.395, -0.946], [1.447, 0.414, 2.484], [1.127, 1.845, 1.271], [2.637, 0.867, 1.423], [-0.414, -1.573, -1.057], [-1.586, -2.048, 0.105], [-3.084, -0.762, -0.986], [-2.423, 0.439, -0.048]]}



{"formula": "C10H14N4O", "method": "ωB97M-V/def2-TZVPD", "molar_mass_g_mol": 206.2, "energy_ha": -683.543533, "e_lumo_ev": [0.6, 0.6], "charge": 0, "multiplicity": 1, "max_force_ev_per_a": 3.9, "species": ["C", "C", "C", "C", "C", "C", "C", "C", "C", "C", "N", "N", "N", "N", "O", "H", "H", "H", "H", "H", "H", "H", "H", "H", "H", "H", "H", "H", "H"], "positions_angstrom": [[-2.896, -1.249, 0.863], [-1.882, -0.259, 0.733], [-2.265, 0.368, -0.498], [-1.439, 1.299, -1.221], [0.791, 2.557, -0.252], [-0.623, 2.029, -0.177], [1.001, 1.780, 1.009], [1.936, -1.563, -0.316], [1.526, -2.726, 0.470], [3.125, -0.796, 0.161], [-3.753, -1.270, -0.145], [-3.335, -0.302, -0.995], [-0.690, 0.084, 1.360], [-0.147, 1.139, 0.870], [1.244, -1.178, -1.230], [-3.138, -1.786, 1.749], [-0.785, 0.689, -1.933], [-1.972, 2.021, -1.911], [1.318, 2.209, -1.177], [0.847, 3.781, -0.052], [-1.321, 2.891, 0.302], [1.833, 1.429, 1.564], [1.731, -2.523, 1.497], [2.005, -3.652, 0.216], [0.361, -2.985, 0.342], [2.948, 0.277, -0.079], [4.022, -1.239, -0.423], [3.294, -0.999, 1.150], [-3.735, -0.027, -1.878]]}



{"formula": "C20H27N2O4PSn", "method": "ωB97M-V/def2-TZVPD", "molar_mass_g_mol": 509.1, "energy_ha": -1744.275577, "e_lumo_ev": -0.7, "charge": 0, "multiplicity": 1, "max_force_ev_per_a": 3.3, "species": ["C", "C", "C", "C", "C", "C", "C", "C", "N", "Sn", "C", "P", "H", "H", "H", "H", "H", "H", "H", "H", "C", "C", "H", "C", "C", "H", "H", "H", "H", "H", "H", "H", "H", "H", "H", "H", "H", "H", "H", "O", "C", "O", "C", "C", "C", "C", "C", "C", "N", "O", "O", "H", "H", "H", "H"], "positions_angstrom": [[0.458, 3.176, -3.451], [-0.835, 2.847, -3.061], [-1.075, 1.742, -2.227], [0.008, 1.023, -1.722], [1.316, 1.413, -2.031], [1.536, 2.467, -2.928], [-2.525, 1.427, -1.948], [-2.996, -0.035, -1.878], [-1.949, -1.043, -2.201], [-0.299, -0.870, -0.595], [2.535, 0.734, -1.440], [2.285, -1.054, -1.069], [-1.694, 3.413, -3.429], [2.562, 2.716, -3.196], [0.625, 3.989, -4.157], [2.819, 1.183, -0.469], [3.405, 0.781, -2.119], [-2.821, 1.877, -0.985], [-3.149, 1.915, -2.714], [-3.362, -0.258, -0.868], [3.655, -1.423, 0.060], [2.632, -1.875, -2.650], [-3.820, -0.201, -2.597], [-1.495, -0.919, -3.615], [-2.439, -2.432, -1.948], [0.451, -3.183, 2.444], [-1.742, -1.841, -4.159], [-1.988, -0.064, -4.092], [-0.411, -0.788, -3.657], [-2.722, -2.904, -2.900], [-1.616, -3.025, -1.518], [-3.287, -2.436, -1.251], [3.697, -1.753, -2.892], [2.404, -2.946, -2.551], [2.019, -1.449, -3.457], [4.612, -1.347, -0.478], [3.646, -0.708, 0.898], [3.531, -2.443, 0.454], [-0.059, -2.970, 1.909], [-2.117, 0.103, 1.456], [-0.981, 0.301, 1.935], [0.134, 0.181, 1.247], [-0.724, 0.612, 3.379], [0.454, 1.280, 3.767], [0.833, 1.317, 5.101], [0.066, 0.595, 6.040], [-1.202, 0.085, 5.698], [-1.588, 0.097, 4.361], [0.724, 0.088, 7.194], [1.911, 0.436, 7.394], [0.110, -0.702, 7.945], [1.092, 1.743, 3.016], [1.742, 1.816, 5.423], [-1.818, -0.367, 6.470], [-2.548, -0.320, 4.063]]}



{"formula": "C4H8Br2O2S2", "method": "ωB97M-V/def2-TZVPD", "molar_mass_g_mol": 312.0, "energy_ha": -6251.895173, "e_lumo_ev": [0.0, -1.0], "charge": 0, "multiplicity": 1, "max_force_ev_per_a": 5.3, "species": ["C", "C", "C", "C", "O", "O", "S", "S", "Br", "Br", "H", "H", "H", "H", "H", "H", "H", "H"], "positions_angstrom": [[-1.784, -0.234, 1.461], [0.786, -0.292, -2.516], [2.332, 0.847, 1.482], [0.369, -1.313, 0.224], [-1.503, -0.369, -1.226], [0.289, 1.110, -0.409], [-0.866, -1.769, 1.281], [-0.101, -0.152, -1.005], [3.507, 0.940, 0.037], [1.823, -2.374, -0.157], [-2.034, -0.084, 2.518], [-2.686, -0.406, 0.838], [-1.063, 0.518, 1.266], [0.381, 0.363, -3.184], [1.697, 0.196, -2.469], [0.950, -1.380, -2.596], [1.577, 1.646, 1.337], [2.249, -0.046, 1.905]]}



{"formula": "C25H29AuN3O4S", "method": "ωB97M-V/def2-TZVPD", "molar_mass_g_mol": 664.6, "energy_ha": -1969.283883, "e_lumo_ev": 2.7, "charge": -1, "multiplicity": 1, "max_force_ev_per_a": 0.2, "species": ["Au", "C", "C", "C", "C", "C", "C", "C", "C", "C", "C", "N", "C", "C", "C", "C", "C", "N", "H", "H", "H", "H", "H", "H", "H", "H", "H", "H", "H", "H", "H", "H", "H", "H", "H", "C", "C", "C", "C", "C", "C", "C", "S", "O", "O", "N", "C", "C", "C", "O", "O", "H", "H", "H", "H", "H", "H", "H", "H", "H", "H", "H", "H"], "positions_angstrom": [[-1.419, -1.545, 0.612], [3.722, -3.654, 1.903], [3.033, -3.947, 0.570], [3.437, -2.988, -0.520], [4.486, -3.290, -1.382], [4.861, -2.412, -2.385], [4.171, -1.218, -2.539], [3.117, -0.881, -1.699], [2.314, 0.373, -1.936], [0.927, 0.054, -2.501], [2.767, -1.769, -0.672], [1.684, -1.479, 0.183], [1.898, -0.723, 1.183], [0.916, -0.356, 2.176], [1.190, 0.322, 3.363], [-0.015, 0.386, 4.077], [-0.965, -0.246, 3.284], [-0.410, -0.690, 2.134], [3.433, -4.384, 2.662], [3.452, -2.664, 2.273], [4.808, -3.686, 1.794], [1.950, -3.897, 0.702], [3.277, -4.964, 0.252], [5.004, -4.236, -1.265], [5.677, -2.660, -3.052], [4.446, -0.532, -3.332], [2.860, 1.013, -2.632], [2.206, 0.939, -1.007], [1.017, -0.517, -3.427], [0.371, 0.966, -2.719], [0.358, -0.554, -1.794], [2.899, -0.312, 1.372], [2.159, 0.692, 3.663], [-0.182, 0.828, 5.046], [-2.017, -0.391, 3.473], [-1.929, 3.206, 3.544], [-2.119, 3.130, 2.054], [-3.202, 3.764, 1.451], [-3.397, 3.698, 0.082], [-2.496, 2.985, -0.697], [-1.411, 2.341, -0.117], [-1.228, 2.418, 1.256], [-2.756, 2.907, -2.444], [-3.602, 4.013, -2.798], [-1.471, 2.725, -3.055], [-3.630, 1.574, -2.753], [-3.107, 0.219, -2.540], [-3.812, -0.500, -1.394], [-3.491, -1.997, -1.487], [-4.228, -2.699, -2.163], [-2.411, -2.429, -0.921], [-2.334, 4.137, 3.942], [-0.876, 3.130, 3.809], [-2.438, 2.375, 4.037], [-3.896, 4.330, 2.062], [-4.223, 4.210, -0.392], [-0.705, 1.799, -0.734], [-0.383, 1.915, 1.712], [-4.611, 1.705, -2.547], [-2.035, 0.284, -2.355], [-3.244, -0.349, -3.461], [-4.892, -0.398, -1.516], [-3.510, -0.068, -0.437]]}



{"formula": "C4H6O", "method": "ωB97M-V/def2-TZVPD", "molar_mass_g_mol": 70.1, "energy_ha": -231.110130, "e_lumo_ev": 0.9, "charge": 0, "multiplicity": 1, "max_force_ev_per_a": 1.1, "species": ["C", "C", "C", "O", "C", "H", "H", "H", "H", "H", "H"], "positions_angstrom": [[-1.779, 0.548, -0.817], [-0.741, 0.981, -1.258], [0.620, 0.860, -0.699], [0.437, 0.347, 0.612], [0.385, -1.018, 0.959], [-2.621, 0.135, -0.322], [1.115, 1.822, -0.540], [1.254, 0.239, -1.348], [0.655, -1.728, 0.164], [-0.596, -1.323, 1.364], [1.105, -1.106, 1.775]]}